# 1
{
  "formula": "C30H18N10RhSe",
  "method": "ωB97M-V/def2-TZVPD",
  "homo_ev": -16.09,
  "largest_force_ha_per_bohr": 0.047,
  "energy_ha": -4212.67054,
  "total_charge": 3,
  "orbital_gap_ev": 4.4,
  "elements": ["Rh", "C", "C", "N", "C", "C", "N", "C", "C", "C", "C", "C", "N", "C", "C", "N", "C", "C", "N", "C", "C", "C", "N", "C", "C", "H", "H", "H", "H", "H", "H", "H", "H", "H", "H", "H", "H", "Se", "N", "C", "C", "C", "C", "C", "N", "C", "C", "N", "C", "C", "C", "C", "C", "N", "H", "H", "H", "H", "H", "H"],
  "xyz": [[-1.32, 0.29, -0.03], [-2.02, -2.42, -3.37], [-2.20, -1.73, -2.18], [-1.30, -0.82, -1.78], [-0.23, -0.57, -2.57], [-0.06, -1.31, -3.74], [-0.94, -2.21, -4.11], [0.67, 0.48, -2.09], [1.82, 0.93, -2.70], [2.61, 1.94, -2.11], [2.12, 2.49, -0.91], [0.96, 2.01, -0.34], [0.26, 1.01, -0.92], [0.34, 2.46, 0.91], [0.84, 3.46, 1.75], [0.19, 3.83, 2.83], [-0.95, 3.24, 3.15], [-1.45, 2.21, 2.36], [-0.81, 1.82, 1.26], [3.88, 2.37, -2.69], [4.67, 3.35, -2.07], [5.89, 3.70, -2.63], [6.31, 3.12, -3.74], [5.60, 2.20, -4.37], [4.37, 1.79, -3.87], [-2.74, -3.16, -3.72], [-3.05, -1.93, -1.55], [0.81, -1.17, -4.38], [2.10, 0.49, -3.65], [2.63, 3.30, -0.42], [1.77, 3.96, 1.53], [-1.47, 3.58, 4.04], [-2.37, 1.70, 2.63], [4.37, 3.85, -1.17], [6.52, 4.45, -2.18], [6.01, 1.77, -5.28], [3.83, 1.04, -4.42], [-3.09, -5.20, 5.02], [-1.57, -4.67, 4.31], [-1.81, -3.68, 3.49], [-0.80, -2.99, 2.73], [0.56, -3.31, 2.78], [1.46, -2.59, 2.01], [0.97, -1.56, 1.20], [-0.32, -1.26, 1.15], [-1.22, -1.95, 1.89], [-2.61, -1.57, 1.79], [-2.90, -0.55, 0.95], [-4.17, -0.16, 0.82], [-5.21, -0.76, 1.51], [-4.93, -1.80, 2.37], [-3.60, -2.22, 2.52], [-3.20, -3.30, 3.39], [-4.02, -4.00, 4.13], [0.89, -4.11, 3.42], [2.51, -2.80, 2.02], [1.64, -0.98, 0.58], [-4.36, 0.66, 0.14], [-6.22, -0.41, 1.37], [-5.71, -2.31, 2.94]],
  "mulliken_charge": [0.303, -0.546, -0.292, 0.101, 0.169, 0.007, -0.483, -0.206, -0.477, 1.504, -0.499, -0.201, -0.134, 0.174, 0.009, -0.484, -0.545, -0.297, 0.101, 1.055, -0.611, -0.483, -0.495, -0.478, -0.609, 0.417, 0.456, 0.468, 0.385, 0.392, 0.467, 0.419, 0.457, 0.280, 0.404, 0.402, 0.281, 0.461, -0.825, 0.810, -0.110, -0.442, -1.090, -0.161, 0.456, 0.566, 0.234, 0.279, -0.717, -0.881, -0.382, 0.010, 0.847, -0.808, 0.613, 0.489, 0.517, 0.623, 0.475, 0.623]
}

=====

# 2
{
  "formula": "C4H10S2",
  "method": "ωB97M-V/def2-TZVPD",
  "smiles": "C=CC.CSS",
  "homo_ev": -8.89,
  "largest_force_ha_per_bohr": 0.070,
  "energy_ha": -954.66005,
  "orbital_gap_ev": 8.8,
  "e_above_lowest_kj_mol": 324.3,
  "elements": ["C", "S", "S", "H", "H", "H", "H", "C", "C", "C", "H", "H", "H", "H", "H", "H"],
  "xyz": [[0.56, -0.12, 1.78], [0.04, 1.57, 1.09], [-1.78, 2.16, 2.30], [1.33, -0.22, 1.07], [1.16, -0.08, 2.70], [-0.04, -1.02, 1.84], [-2.61, 1.26, 1.86], [0.04, 0.60, -2.00], [0.58, -0.49, -1.13], [-0.03, -1.65, -0.74], [-1.05, 0.27, -2.40], [0.63, 0.61, -2.90], [0.14, 1.66, -1.64], [1.52, -0.33, -0.71], [0.65, -2.53, -0.57], [-1.14, -1.68, -0.53]],
  "mulliken_charge": [-0.674, -0.035, -0.215, 0.077, 0.375, 0.338, 0.142, -0.838, -0.465, -0.719, 0.224, 0.313, 0.230, 0.687, 0.258, 0.303]
}

=====

# 3
{
  "formula": "C2H3NP2",
  "method": "ωB97M-V/def2-TZVPD",
  "homo_ev": -9.12,
  "largest_force_ha_per_bohr": 0.066,
  "energy_ha": -815.36272,
  "orbital_gap_ev": 8.3,
  "e_above_lowest_kj_mol": 165.3,
  "elements": ["C", "C", "N", "P", "P", "H", "H", "H"],
  "xyz": [[-0.98, -0.37, -0.25], [-0.49, 1.00, -0.31], [-0.32, -1.40, 0.05], [1.03, 1.46, 0.19], [1.82, -0.58, 0.18], [-2.05, -0.63, -0.64], [-1.32, 1.63, -0.67], [2.32, -1.11, 1.47]],
  "mulliken_charge": [0.181, -0.230, -0.560, -0.064, -0.011, 0.305, 0.281, 0.098]
}

=====

# 4
{
  "formula": "C34H67BFN3O9P",
  "method": "ωB97M-V/def2-TZVPD",
  "homo_ev": [-0.87, -0.87],
  "largest_force_ha_per_bohr": 0.038,
  "energy_ha": -2643.01526,
  "total_charge": -2,
  "spin_multiplicity": 4,
  "orbital_gap_ev": [3.9, 3.9],
  "e_above_lowest_kj_mol": 96.2,
  "elements": ["C", "C", "B", "O", "P", "O", "C", "C", "C", "O", "F", "C", "C", "O", "O", "O", "H", "H", "H", "H", "H", "H", "H", "H", "H", "H", "H", "H", "H", "C", "C", "C", "C", "C", "C", "N", "O", "C", "C", "C", "H", "H", "H", "H", "H", "H", "H", "H", "H", "H", "H", "H", "H", "H", "H", "H", "H", "H", "C", "C", "C", "C", "C", "C", "N", "O", "C", "C", "C", "H", "H", "H", "H", "H", "H", "H", "H", "H", "H", "H", "H", "H", "H", "H", "H", "H", "H", "C", "C", "C", "C", "C", "C", "N", "O", "C", "C", "C", "H", "H", "H", "H", "H", "H", "H", "H", "H", "H", "H", "H", "H", "H", "H", "H", "H", "H"],
  "xyz": [[-3.28, 1.95, 0.08], [-2.89, 0.73, -0.76], [-1.83, -0.23, -0.07], [-1.60, -0.13, 1.32], [-0.84, -1.53, -1.17], [-0.06, -2.63, -2.29], [-0.97, -3.64, -2.68], [-1.46, -3.22, -4.11], [-2.91, -2.96, -4.27], [-3.85, -3.68, -4.07], [-3.16, -1.71, -4.80], [-2.01, -3.78, -1.52], [-1.92, -5.27, -1.08], [-0.89, -5.62, -0.46], [-2.86, -6.00, -1.42], [-1.60, -2.95, -0.47], [-4.31, 2.24, -0.03], [-2.64, 2.79, -0.17], [-3.14, 1.75, 1.14], [-3.79, 0.16, -0.97], [-2.50, 1.00, -1.74], [-0.80, 0.39, 1.41], [-2.00, -1.44, -2.10], [-0.23, -0.41, -1.93], [0.27, -1.62, -0.23], [-0.38, -4.54, -2.79], [-1.23, -4.03, -4.79], [-0.92, -2.34, -4.39], [-3.04, -3.57, -1.76], [4.68, 3.20, 3.93], [4.01, 2.46, 2.75], [4.30, 3.18, 1.44], [3.52, 4.49, 1.28], [2.03, 4.26, 1.49], [1.70, 3.55, 2.80], [2.54, 2.33, 2.98], [2.07, 1.37, 2.27], [1.89, 4.52, 3.98], [0.23, 3.17, 2.82], [4.64, 1.07, 2.72], [4.68, 4.29, 3.82], [4.21, 2.95, 4.87], [5.73, 2.92, 4.00], [4.05, 2.53, 0.60], [5.37, 3.38, 1.37], [3.89, 5.25, 1.98], [3.69, 4.89, 0.28], [1.49, 5.21, 1.45], [1.65, 3.66, 0.65], [1.79, 4.00, 4.94], [1.13, 5.30, 3.95], [2.85, 5.04, 3.98], [-0.05, 2.56, 1.97], [-0.38, 4.08, 2.79], [-0.03, 2.63, 3.73], [4.43, 0.52, 3.64], [5.73, 1.18, 2.63], [4.30, 0.48, 1.88], [4.42, -8.56, -1.55], [3.75, -9.38, -0.42], [2.70, -10.32, -1.00], [1.43, -9.59, -1.46], [0.86, -8.71, -0.35], [1.89, -7.75, 0.24], [3.16, -8.47, 0.60], [3.03, -9.11, 1.71], [2.16, -6.61, -0.76], [1.28, -7.06, 1.44], [4.87, -10.20, 0.20], [3.73, -8.28, -2.34], [4.88, -7.66, -1.16], [5.20, -9.15, -2.03], [2.42, -11.06, -0.25], [3.14, -10.87, -1.84], [1.64, -8.99, -2.35], [0.68, -10.33, -1.76], [0.01, -8.13, -0.71], [0.48, -9.36, 0.45], [2.98, -5.97, -0.40], [1.26, -5.99, -0.84], [2.40, -6.94, -1.77], [0.93, -7.76, 2.20], [0.42, -6.49, 1.09], [1.99, -6.37, 1.91], [5.63, -9.56, 0.65], [5.35, -10.81, -0.57], [4.51, -10.88, 0.97], [-1.96, 7.58, 0.46], [-2.43, 6.70, -0.72], [-2.48, 7.54, -2.00], [-3.66, 8.52, -2.03], [-4.98, 7.78, -1.77], [-4.95, 6.95, -0.48], [-3.75, 6.08, -0.43], [-3.92, 5.05, -1.19], [-5.02, 7.88, 0.74], [-6.21, 6.09, -0.41], [-1.37, 5.62, -0.88], [-2.34, 8.60, 0.42], [-2.25, 7.13, 1.41], [-0.87, 7.66, 0.46], [-2.55, 6.88, -2.87], [-1.55, 8.09, -2.11], [-3.52, 9.32, -1.31], [-3.71, 9.00, -3.01], [-5.80, 8.50, -1.71], [-5.19, 7.13, -2.62], [-4.88, 7.31, 1.66], [-6.00, 8.35, 0.80], [-4.29, 8.68, 0.73], [-6.33, 5.46, -1.29], [-7.09, 6.74, -0.36], [-6.20, 5.46, 0.48], [-1.32, 4.99, 0.01], [-0.39, 6.08, -1.02], [-1.55, 4.98, -1.74]],
  "mulliken_charge": [-0.852, -0.739, 1.006, -0.652, 0.468, -0.566, 0.151, -0.949, 0.531, -0.521, -0.302, 0.725, -0.493, -0.632, -0.784, -0.636, 0.368, -0.017, 0.316, 0.411, 0.363, 0.190, -0.482, -0.182, -0.380, 0.410, 0.349, 0.410, 0.433, -1.832, 1.868, -1.332, -0.686, -1.037, 1.952, 0.450, -0.567, -1.911, -1.747, -1.953, 0.292, 0.344, 0.488, 0.423, 0.363, 0.331, 0.391, 0.275, 0.380, 0.372, 0.446, 0.345, 0.167, 0.370, 0.483, 0.449, 0.460, 0.400, -1.887, 1.895, -1.288, -0.492, -1.205, 1.860, 0.438, -0.642, -1.545, -1.623, -1.923, 0.308, 0.342, 0.494, 0.391, 0.346, 0.287, 0.415, 0.201, 0.478, 0.375, 0.312, 0.150, 0.349, 0.339, 0.453, 0.445, 0.430, 0.368, -1.939, 2.271, -1.425, -0.490, -1.276, 1.705, 0.428, -0.551, -1.725, -1.941, -2.153, 0.296, 0.363, 0.477, 0.441, 0.343, 0.309, 0.386, 0.384, 0.377, 0.376, 0.459, 0.291, 0.373, 0.436, 0.445, 0.357, 0.543, 0.440]
}

=====

# 5
{
  "formula": "C4H9NO",
  "method": "ωB97M-V/def2-TZVPD",
  "smiles": "CCCN=C=O.[H][H]",
  "homo_ev": -10.32,
  "largest_force_ha_per_bohr": 0.014,
  "energy_ha": -287.77456,
  "orbital_gap_ev": 11.2,
  "e_above_lowest_kj_mol": 152.0,
  "elements": ["C", "C", "C", "N", "C", "O", "H", "H", "H", "H", "H", "H", "H", "H", "H"],
  "xyz": [[1.62, 0.10, -0.10], [0.60, 1.13, 0.37], [-0.69, 0.50, 0.89], [-1.43, -0.20, -0.14], [-1.79, -0.03, -1.28], [-2.20, 0.01, -2.38], [2.53, 0.58, -0.48], [1.92, -0.56, 0.73], [1.22, -0.53, -0.90], [0.36, 1.82, -0.45], [1.03, 1.74, 1.18], [-1.34, 1.27, 1.32], [-0.47, -0.22, 1.68], [-0.80, -2.63, -0.03], [-0.55, -3.33, 0.00]],
  "mulliken_charge": [-1.056, -0.368, -0.528, -0.346, 0.661, -0.485, 0.322, 0.299, 0.287, 0.302, 0.309, 0.303, 0.314, -0.224, 0.209]
}

=====

What did the first record say?
{
  "formula": "C30H18N10RhSe",
  "method": "ωB97M-V/def2-TZVPD",
  "homo_ev": -16.09,
  "largest_force_ha_per_bohr": 0.047,
  "energy_ha": -4212.67054,
  "total_charge": 3,
  "orbital_gap_ev": 4.4,
  "elements": ["Rh", "C", "C", "N", "C", "C", "N", "C", "C", "C", "C", "C", "N", "C", "C", "N", "C", "C", "N", "C", "C", "C", "N", "C", "C", "H", "H", "H", "H", "H", "H", "H", "H", "H", "H", "H", "H", "Se", "N", "C", "C", "C", "C", "C", "N", "C", "C", "N", "C", "C", "C", "C", "C", "N", "H", "H", "H", "H", "H", "H"],
  "xyz": [[-1.32, 0.29, -0.03], [-2.02, -2.42, -3.37], [-2.20, -1.73, -2.18], [-1.30, -0.82, -1.78], [-0.23, -0.57, -2.57], [-0.06, -1.31, -3.74], [-0.94, -2.21, -4.11], [0.67, 0.48, -2.09], [1.82, 0.93, -2.70], [2.61, 1.94, -2.11], [2.12, 2.49, -0.91], [0.96, 2.01, -0.34], [0.26, 1.01, -0.92], [0.34, 2.46, 0.91], [0.84, 3.46, 1.75], [0.19, 3.83, 2.83], [-0.95, 3.24, 3.15], [-1.45, 2.21, 2.36], [-0.81, 1.82, 1.26], [3.88, 2.37, -2.69], [4.67, 3.35, -2.07], [5.89, 3.70, -2.63], [6.31, 3.12, -3.74], [5.60, 2.20, -4.37], [4.37, 1.79, -3.87], [-2.74, -3.16, -3.72], [-3.05, -1.93, -1.55], [0.81, -1.17, -4.38], [2.10, 0.49, -3.65], [2.63, 3.30, -0.42], [1.77, 3.96, 1.53], [-1.47, 3.58, 4.04], [-2.37, 1.70, 2.63], [4.37, 3.85, -1.17], [6.52, 4.45, -2.18], [6.01, 1.77, -5.28], [3.83, 1.04, -4.42], [-3.09, -5.20, 5.02], [-1.57, -4.67, 4.31], [-1.81, -3.68, 3.49], [-0.80, -2.99, 2.73], [0.56, -3.31, 2.78], [1.46, -2.59, 2.01], [0.97, -1.56, 1.20], [-0.32, -1.26, 1.15], [-1.22, -1.95, 1.89], [-2.61, -1.57, 1.79], [-2.90, -0.55, 0.95], [-4.17, -0.16, 0.82], [-5.21, -0.76, 1.51], [-4.93, -1.80, 2.37], [-3.60, -2.22, 2.52], [-3.20, -3.30, 3.39], [-4.02, -4.00, 4.13], [0.89, -4.11, 3.42], [2.51, -2.80, 2.02], [1.64, -0.98, 0.58], [-4.36, 0.66, 0.14], [-6.22, -0.41, 1.37], [-5.71, -2.31, 2.94]],
  "mulliken_charge": [0.303, -0.546, -0.292, 0.101, 0.169, 0.007, -0.483, -0.206, -0.477, 1.504, -0.499, -0.201, -0.134, 0.174, 0.009, -0.484, -0.545, -0.297, 0.101, 1.055, -0.611, -0.483, -0.495, -0.478, -0.609, 0.417, 0.456, 0.468, 0.385, 0.392, 0.467, 0.419, 0.457, 0.280, 0.404, 0.402, 0.281, 0.461, -0.825, 0.810, -0.110, -0.442, -1.090, -0.161, 0.456, 0.566, 0.234, 0.279, -0.717, -0.881, -0.382, 0.010, 0.847, -0.808, 0.613, 0.489, 0.517, 0.623, 0.475, 0.623]
}